14
Properties=species:S:1:pos:R:3 method="wB97M-V/def2-TZVPD" orbital_gap_ev=8.64 charge=0 e_homo_ev=-8.01 multiplicity=1
C 1.425 0.535 -2.274
C 1.063 0.149 -1.011
C -0.261 -0.041 -0.464
C -0.413 -0.222 0.871
O 0.616 0.245 1.716
C -1.755 -0.491 1.568
H 0.959 0.011 -3.130
H 2.194 1.343 -2.367
H 1.877 0.460 -0.352
H -1.067 0.129 -1.182
H 1.378 -0.365 1.505
H -2.023 0.340 2.244
H -1.539 -1.397 2.160
H -2.455 -0.696 0.717